(1)
The following is a DFT calculation (ωB97M-V/def2-TZVPD) of a structure of composition C18H25NO2PPdS2 at a distorted geometry.

Total energy in Ha: -2171.67425
Charge: -2
Multiplicity: 2
ΔE to the lowest compared entry with this formula, charge and spin in kcal/mol: 38.7
Largest force on an atom in eV/Å: 1.02

Each line ends with the natural charge from an NBO analysis.
Cartesian coordinates (Å):
C1 -2.17 4.26 -1.73  -0.258
H1 -2.74 2.55 -0.59  0.174
C2 3.00 1.33 4.19  -0.637
C3 -1.13 5.01 -2.26  -0.303
C4 -3.77 -1.76 -1.24  -0.035
C5 2.94 0.72 1.78  -0.229
H2 2.62 -2.59 -0.24  0.284
C6 0.51 -2.05 1.87  -1.050
H3 -1.49 0.64 -1.24  0.274
H4 -0.16 -1.21 2.07  0.307
H5 -1.67 -3.85 0.99  0.241
C7 2.26 1.08 2.89  -0.220
C8 -0.59 2.64 -0.73  -0.333
H6 2.31 -4.07 0.71  0.212
H7 -0.28 -4.94 1.20  0.208
O1 -2.80 -0.64 0.49  -0.552
H8 4.97 1.52 1.80  0.183
H9 3.11 0.40 4.78  0.181
C9 4.45 0.56 1.83  -0.641
H10 -0.99 -4.67 -0.42  0.225
C10 -2.38 -0.26 -3.01  -0.207
C11 -3.25 -1.22 -3.50  -0.246
H11 -1.78 0.36 -3.67  0.224
H12 0.31 -2.86 2.58  0.205
S1 0.51 1.29 3.02  -0.543
H13 -3.20 4.56 -1.89  0.172
H14 4.00 1.74 4.03  0.180
S2 2.24 0.41 0.19  -0.499
H15 -4.64 -2.76 -2.89  0.200
P1 0.32 -2.76 0.23  1.976
H16 4.78 -0.01 0.96  0.210
H17 -1.33 5.91 -2.84  0.174
C12 0.43 3.44 -1.29  -0.265
C13 -2.22 -0.06 -1.66  0.020
H18 1.92 -4.04 -1.04  0.218
N1 -2.92 -0.81 -0.77  0.104
H19 1.01 5.16 -2.43  0.176
H20 -3.37 -1.38 -4.57  0.197
C14 1.96 -3.45 -0.12  -1.028
H21 1.46 3.14 -1.12  0.215
H22 -4.27 -2.31 -0.45  0.209
C15 -1.89 3.11 -0.99  -0.235
H23 2.44 2.03 4.81  0.210
C16 -3.95 -1.99 -2.58  -0.253
H24 1.51 -1.64 2.00  0.283
Pd1 -0.09 1.08 0.57  0.467
H25 4.79 0.03 2.73  0.179
O2 -0.22 -2.00 -0.93  -1.111
C17 0.18 4.59 -2.03  -0.248
C18 -0.75 -4.21 0.53  -1.013

---

(2)
The following is a DFT calculation (ωB97M-V/def2-TZVPD) of a cluster of 2 separate species, C18H25Si in total at a distorted geometry.

Total energy in Ha: -990.05563
Charge: +1
ΔE to the lowest compared entry with this formula, charge and spin in kcal/mol: 54.8
Largest force on an atom in eV/Å: 4.40

Each line ends with the natural charge from an NBO analysis.
Cartesian coordinates (Å):
H1 2.74 2.73 0.35  0.216
H2 5.44 0.53 -2.08  0.230
C1 1.78 1.22 -0.95  -0.086
C2 -1.83 2.03 -0.28  -0.174
H3 -3.97 2.42 -0.11  0.229
H4 -2.20 -1.62 2.67  0.214
C3 -0.84 1.16 -0.80  -0.095
H5 -5.45 1.54 -2.21  0.239
C4 -1.18 0.28 -1.86  -0.143
C5 4.40 0.86 -1.87  -0.192
C6 3.37 0.21 -2.51  -0.205
H6 1.24 0.05 -2.71  0.215
H7 5.05 2.26 -0.33  0.236
H8 -2.66 -2.70 1.33  0.231
C7 -1.96 -1.88 1.62  -0.612
H9 1.41 -0.05 4.10  0.255
C8 2.50 -2.03 1.76  -1.163
H10 0.70 0.40 0.74  0.045
H11 -1.59 2.81 0.45  0.221
H12 3.30 -1.37 2.06  0.257
H13 -0.30 -2.75 0.48  0.246
C9 0.64 -0.75 3.80  -1.160
C10 0.56 1.18 -0.13  -0.251
H14 -0.31 -0.25 4.00  0.257
C11 4.20 1.79 -0.86  -0.193
H15 2.69 -2.97 2.32  0.299
C12 -4.98 0.60 -1.90  -0.644
C13 -2.49 0.16 -2.26  -0.225
C14 -0.48 -2.39 1.52  -0.937
C15 -3.16 1.86 -0.66  -0.217
H16 2.66 -2.29 0.72  0.259
H17 0.55 2.14 0.51  0.257
C16 2.04 0.48 -2.12  -0.180
H18 -2.08 -1.04 0.91  0.214
Si1 0.85 -1.15 1.95  1.790
H19 -0.43 -0.33 -2.32  0.202
C17 -3.55 0.90 -1.62  0.040
H20 -5.05 -0.18 -2.68  0.227
H21 -0.44 -3.34 2.13  0.287
C18 2.87 2.00 -0.43  -0.187
H22 3.56 -0.60 -3.29  0.240
H23 -2.78 -0.61 -2.99  0.225
H24 0.70 -1.55 4.56  0.299
H25 -5.50 0.26 -0.98  0.236

---

(3)
The following is a DFT calculation (ωB97M-V/def2-TZVPD) of a structure of composition C18H26AsAuN4OS3.

Total energy in Ha: -4561.23993
Charge: +2
ΔE to the lowest compared entry with this formula, charge and spin in kcal/mol: 0.0
Largest force on an atom in eV/Å: 0.70

Each line ends with the natural charge from an NBO analysis.
Cartesian coordinates (Å):
C1 -0.23 -2.44 -1.48  -0.250
C2 -3.21 -0.98 0.65  -0.220
H1 4.11 1.43 4.64  0.438
C3 -1.10 5.42 -0.84  -0.997
C4 -1.97 -0.47 0.29  0.091
H2 -2.14 5.19 -0.65  0.272
C5 -2.43 -1.11 2.91  -0.189
O1 -0.63 2.72 -1.96  -0.857
C6 1.87 -3.10 -0.50  -0.222
C7 1.73 4.16 -1.30  -0.985
H3 0.94 1.19 -2.65  0.263
H4 -2.03 2.14 -3.32  0.211
H5 -0.87 -1.69 -1.94  0.209
C8 -1.91 2.93 -2.58  -0.256
N1 -1.00 -0.29 1.18  -0.513
H6 -0.97 5.87 -1.82  0.264
Au1 0.89 0.56 0.87  1.106
C9 1.05 -2.12 -1.06  -0.151
H7 2.23 3.21 -1.50  0.252
H8 1.69 4.77 -2.21  0.267
H9 -0.23 -0.46 4.48  0.247
H10 2.88 -2.86 -0.19  0.238
H11 -3.98 -1.10 -0.10  0.254
S1 -0.23 2.94 1.18  -0.677
As1 -0.05 3.83 -0.72  1.759
C10 -1.23 -0.58 2.49  0.152
H12 -4.39 -1.73 2.28  0.256
H13 2.02 0.01 -3.44  0.262
C11 -3.44 -1.32 1.97  -0.107
H14 -0.06 -6.76 -1.43  0.250
C12 -0.41 -6.13 -0.61  -0.643
C13 1.19 0.14 -2.75  -0.749
C14 -0.70 -3.73 -1.34  -0.194
N2 0.92 0.25 2.94  -0.282
C15 0.10 -4.73 -0.77  0.040
H15 -1.50 -6.16 -0.62  0.229
H16 -2.72 2.87 -1.85  0.187
H17 -1.95 3.89 -3.09  0.195
H18 -1.70 -3.98 -1.67  0.230
H19 4.87 1.82 3.13  0.425
N3 1.96 0.65 3.71  -0.370
H20 2.04 -5.16 0.04  0.237
H21 -0.73 6.11 -0.07  0.280
H22 2.26 4.70 -0.52  0.274
H23 -2.58 -1.34 3.95  0.256
S2 1.76 -0.49 -1.15  0.389
H24 -1.75 -0.18 -0.72  0.221
C16 2.97 1.09 3.01  0.320
N4 4.07 1.49 3.63  -0.738
H25 0.33 -0.42 -3.09  0.244
H26 -0.06 -6.58 0.31  0.237
C17 1.39 -4.39 -0.37  -0.183
C18 -0.14 -0.28 3.42  0.067
S3 3.04 1.20 1.23  -0.039

---

(4)
The following is a DFT calculation (ωB97M-V/def2-TZVPD) of a structure of composition C18H26AsN7O6SSn at a distorted geometry.

Total energy in Ha: -4383.92203
Charge: +2
ΔE to the lowest compared entry with this formula, charge and spin in kcal/mol: 51.0
Largest force on an atom in eV/Å: 2.89

Each line ends with the natural charge from an NBO analysis.
Cartesian coordinates (Å):
H1 4.42 -2.76 1.50  0.268
C1 2.28 -0.35 4.37  0.028
N1 -3.26 -0.04 -0.46  0.022
H2 -4.57 1.03 -2.33  0.210
C2 -3.15 0.62 1.62  0.224
C3 1.03 2.69 -4.48  0.778
C4 -5.41 2.19 -0.68  -0.231
H3 -6.36 2.68 -0.48  0.235
H4 1.60 -3.53 2.68  0.264
C5 -4.30 3.23 -0.50  -0.617
N2 0.69 0.04 -1.90  -0.343
C6 -5.31 1.07 0.37  -0.213
C7 0.93 1.49 -3.57  -0.221
H5 3.72 -0.69 5.88  0.259
O1 1.59 2.56 -5.53  -0.538
As1 2.30 -3.30 0.31  2.000
C8 0.55 1.32 -2.24  0.049
H6 5.60 0.23 4.51  0.255
C9 1.51 -4.17 1.81  -0.995
C10 0.02 2.31 -1.21  0.794
H7 0.46 -4.34 1.59  0.266
C11 4.60 0.18 4.10  -0.125
C12 4.18 -3.16 0.52  -0.990
H8 0.10 3.76 -3.17  0.508
O2 0.50 3.83 -4.06  -0.645
N3 -2.00 0.07 1.30  -0.339
O3 0.80 0.09 2.68  -0.582
H9 -5.94 0.24 0.09  0.244
H10 -5.61 1.44 1.35  0.232
H11 2.40 -3.87 -2.11  0.258
N4 -2.11 -0.32 0.02  -0.123
H12 -3.31 2.80 -0.68  0.192
C13 1.30 0.23 -4.00  0.076
H13 -4.31 3.66 0.50  0.215
H14 1.67 -0.07 -4.97  0.275
H15 -4.43 4.04 -1.22  0.245
H16 1.42 -0.71 4.92  0.251
H17 5.14 0.99 2.19  0.257
H18 -6.34 1.04 -2.28  0.223
C14 3.05 0.58 2.30  0.008
H19 -5.46 2.47 -2.82  0.233
N5 -3.93 0.55 0.54  -0.132
H20 -3.41 1.06 2.56  0.265
C15 -5.44 1.65 -2.11  -0.616
C16 4.35 0.61 2.82  -0.230
H21 2.15 -5.33 -1.12  0.281
H22 4.64 -4.15 0.41  0.278
C17 3.55 -0.32 4.88  -0.239
O4 -0.32 3.40 -1.57  -0.547
H23 0.79 -4.23 -1.41  0.265
H24 2.01 -5.12 2.00  0.277
H25 1.28 -1.61 -2.96  0.429
N6 2.02 0.11 3.13  0.013
O5 1.67 -1.73 0.18  -1.224
Sn1 0.41 -0.04 0.49  2.126
C18 1.87 -4.29 -1.26  -0.998
N7 1.15 -0.61 -2.98  -0.295
H26 4.56 -2.50 -0.26  0.276
S1 2.70 1.09 0.72  -0.039
O6 -0.04 1.87 0.04  -0.798

---

| no. | M (g/mol) |
| --- | --- |
| 1 | 488.9 |
| 2 | 269.5 |
| 3 | 682.5 |
| 4 | 662.1 |